Entry a
The following is a DFT calculation (ωB97M-V with the def2-TZVPD basis set) of an isolated molecule of C3H5FOS.

SMILES string = COC(=S)CF
HOMO energy = -8.977 eV
Lowest unoccupied orbital energy = -0.11 eV
Orbital gap = 8.9 eV

Each line ends with the Löwdin charge.
Positions of all 11 atoms, in Å:
C: -1.8809 0.1938 -0.1100  -0.137
O: -0.5752 -0.3367 -0.3484  -0.207
C: 0.5809 0.3295 0.0085  -0.765
S: 0.7261 2.0009 -0.0824  0.712
C: 1.7885 -0.6233 0.0672  -0.145
F: 2.9543 0.1888 -0.2923  -0.131
H: -2.2055 1.0474 -0.8463  0.110
H: -2.2449 0.4251 0.9921  0.115
H: -2.5151 -0.8106 -0.1469  0.115
H: 1.7949 -0.8634 1.3299  0.193
H: 1.5771 -1.5516 -0.5716  0.139

=====

Entry b
The following is a DFT calculation (ωB97M-V with the def2-TZVPD basis set) of an isolated molecule of C3H5FOS.

SMILES string = FCCOC=S
HOMO energy = -9.247 eV
Lowest unoccupied orbital energy = 0.20 eV
Orbital gap = 9.4 eV

Each line ends with the Löwdin charge.
Positions of all 11 atoms, in Å:
F: 2.2868 -1.1030 0.0813  -0.045
C: 1.2102 -0.3896 -0.4381  -0.196
C: 0.4415 0.2895 0.6618  -0.199
O: -0.6397 0.9652 0.0119  -0.146
C: -1.7986 0.3727 -0.2365  -0.668
S: -2.2082 -1.1883 0.1196  0.678
H: 1.6170 0.4824 -1.0183  0.134
H: 0.5871 -1.0169 -1.1344  0.130
H: -0.0484 -0.5149 1.2732  0.088
H: 0.9617 0.9581 1.3701  0.144
H: -2.4094 1.1449 -0.6904  0.080

=====

Entry c
The following is a DFT calculation (ωB97M-V with the def2-TZVPD basis set) of an isolated molecule of C3H5FOS.

HOMO energy = -8.882 eV
Lowest unoccupied orbital energy = 0.42 eV
Orbital gap = 9.3 eV

Each line ends with the Löwdin charge.
Positions of all 11 atoms, in Å:
C: -0.8224 -0.2240 -1.1044  -0.178
C: 0.5415 1.5595 1.1088  -0.384
C: -0.0544 -1.0506 -0.1946  -0.457
O: 1.6392 0.7001 1.1467  -0.384
F: 0.5086 2.2952 2.2793  -0.069
S: 0.3880 -0.2943 1.4513  1.052
H: -0.1501 0.7378 -1.3069  0.111
H: -1.6768 0.3584 -0.7781  0.078
H: -0.4200 -1.9816 0.1753  0.062
H: 0.8133 -1.2645 -0.7615  0.079
H: -0.7667 -0.8360 -2.0160  0.089

=====

The structure with the most favorable energy is entry b; the runner-up is 1.546 eV above it.

=====

Entry a
The following is a DFT calculation (ωB97M-V with the def2-TZVPD basis set) of a structure of composition C9H11NO.

HOMO energy = -8.004 eV
Lowest unoccupied orbital energy = 0.73 eV
Orbital gap = 8.7 eV

Each line ends with the Löwdin charge.
Positions of all 22 atoms, in Å:
C: 1.6758 -0.3987 1.1998  -0.243
C: 1.0893 -1.3627 2.0340  -0.038
C: -0.1871 -1.8565 2.0111  -0.111
C: -0.9867 -1.4757 1.0174  -0.021
C: -0.3805 -0.5288 0.0261  -0.186
C: -1.6199 -0.0877 -0.7030  -0.171
C: -1.3230 1.1545 -1.5726  -0.299
C: 0.8232 1.2564 -0.7470  -0.185
C: 0.7372 0.0921 0.1652  -0.146
H: 2.9586 0.7293 0.7219  0.069
H: 1.8873 -1.9494 2.6324  0.144
H: -0.2952 -2.6505 2.5916  0.066
H: -1.9481 -1.8042 1.0779  0.077
H: -1.6114 -0.9096 -1.5302  0.151
H: -2.6696 0.0984 -0.2075  0.152
H: -1.8241 2.4042 -1.3642  0.175
H: -2.0013 1.0376 -2.5807  0.126
H: 0.3802 1.4113 -2.8491  0.142
H: 0.3688 2.3354 -0.4735  0.152
H: 2.0061 1.4320 -0.9532  0.151
N: 0.0746 0.9009 -1.9636  -0.105
O: 2.8459 0.1717 1.4673  0.100

=====

Entry b
The following is a DFT calculation (ωB97M-V with the def2-TZVPD basis set) of an isolated molecule of C9H11NO.

SMILES string = C=Cc1ccccc1N(C)O
HOMO energy = -8.442 eV
Lowest unoccupied orbital energy = 0.82 eV
Orbital gap = 9.3 eV

Each line ends with the Löwdin charge.
Positions of all 22 atoms, in Å:
C: 1.5031 -2.9552 -0.0578  0.019
C: 0.7173 -1.9990 0.3843  -0.127
C: 0.7932 -0.5448 0.1461  -0.145
C: 2.0238 0.1149 -0.0528  -0.029
C: 2.0921 1.4464 -0.1690  -0.096
C: 0.9404 2.1957 -0.2435  -0.105
C: -0.2474 1.6394 -0.0772  -0.068
C: -0.2814 0.3011 0.2102  -0.213
N: -1.6407 -0.2017 0.2516  -0.164
C: -2.7701 0.6854 0.5598  -0.090
O: -1.8176 -0.9879 -1.0303  -0.025
H: 2.3412 -2.6794 -0.6186  0.032
H: 1.3691 -4.0523 0.1887  0.087
H: -0.0278 -2.2726 1.0898  0.098
H: 2.8216 -0.5347 -0.0967  0.088
H: 3.0538 2.0033 -0.3206  0.127
H: 1.0119 3.3071 -0.5616  0.143
H: -1.1916 2.1272 -0.1056  0.093
H: -2.3494 1.2696 1.4954  0.136
H: -3.0650 1.3618 -0.1721  0.037
H: -3.7220 0.0660 0.8264  0.117
H: -1.5544 -0.2903 -1.6464  0.084

=====

The structure with the most favorable energy is entry b; the runner-up is 1.209 eV above it.

=====

Entry a
The following is a DFT calculation (ωB97M-V with the def2-TZVPD basis set) of a cluster of 2 separate species, C10H15N in total.

HOMO energy (spin up / spin down) = -8.184 / -6.758 eV
Lowest unoccupied orbital energy (spin up / spin down) = 0.47 / 0.20 eV
Orbital gap (spin up / spin down) = 8.7 / 7.0 eV

Each line ends with the Löwdin charge.
Positions of all 26 atoms, in Å:
C: 1.8403 1.7448 -2.3740  -0.068
C: 2.1075 2.3555 -1.0782  -0.080
C: 0.7992 0.8187 -2.1656  -0.032
C: 1.3925 1.6342 -0.1496  -0.136
C: 0.8595 -3.4256 -0.3221  -0.114
C: 0.5790 -2.4794 0.5222  0.002
C: -1.7956 -1.0955 1.4698  -0.079
C: -1.6176 1.4748 1.2679  -0.032
C: -0.4865 0.0329 -0.2853  -0.080
C: -0.9265 0.0922 1.1316  -0.412
N: 0.5767 0.7565 -0.7400  -0.109
H: 2.2670 1.9966 -3.3114  0.074
H: 2.7344 3.2193 -0.9920  0.085
H: 0.1931 0.1225 -2.7256  0.105
H: 1.3525 1.9568 0.9147  0.137
H: 1.4996 -4.4185 -0.1149  0.091
H: 0.3616 -3.6994 -1.2484  0.031
H: 0.9338 -2.1503 1.3966  0.000
H: -1.3054 -2.0512 1.3410  0.036
H: -2.5632 -1.1852 0.7302  0.080
H: -2.2016 -0.9445 2.4203  0.068
H: -2.5949 1.3762 1.0334  0.038
H: -1.2419 2.0625 0.3812  0.099
H: -1.5225 2.0156 2.1409  0.054
H: -1.2225 -0.2544 -0.9805  0.115
H: -0.0184 0.0449 1.7380  0.125

=====

Entry b
The following is a DFT calculation (ωB97M-V with the def2-TZVPD basis set) of an isolated molecule of C10H15N.

SMILES string = CC1(C)c2cccn2C1(C)C
HOMO energy = -8.014 eV
Lowest unoccupied orbital energy = 0.84 eV
Orbital gap = 8.9 eV

Each line ends with the Löwdin charge.
Positions of all 26 atoms, in Å:
C: 1.2511 -1.7128 -0.4257  -0.037
C: 0.9278 -0.2175 -0.4939  -0.331
C: 1.6151 0.5758 -1.6137  -0.025
C: 0.8771 0.4786 0.8645  -0.206
C: 1.2454 0.8280 2.1137  -0.052
C: 0.1517 1.4148 2.7203  -0.100
C: -0.8761 1.3526 1.8699  -0.075
N: -0.3862 0.8576 0.6882  0.009
C: -0.7037 -0.0330 -0.4556  -0.340
C: -1.6631 0.4600 -1.5783  -0.024
C: -1.5514 -1.2398 0.0484  -0.043
H: 0.8300 -2.2700 -1.2385  0.072
H: 0.7789 -2.1833 0.5386  0.120
H: 2.2956 -1.7562 -0.3990  0.061
H: 2.1019 0.0080 -2.4666  0.099
H: 2.3545 1.2693 -1.2603  0.067
H: 0.9627 1.3115 -2.1472  0.079
H: 2.2138 0.6630 2.5919  0.106
H: 0.1646 1.7239 3.7109  0.083
H: -1.8192 1.7014 1.9297  0.079
H: -1.2324 1.2654 -2.0713  0.030
H: -2.7027 0.7234 -1.1229  0.117
H: -1.8872 -0.4370 -2.2227  0.100
H: -2.5472 -1.0309 0.1127  0.044
H: -1.1204 -1.6451 0.9350  0.067
H: -1.2806 -2.1079 -0.6278  0.101

=====

The structure with the most favorable energy is entry b; the runner-up is 3.622 eV above it.

=====

Entry a
The following is a DFT calculation (ωB97M-V with the def2-TZVPD basis set) of a cluster of 2 separate species, CF3N3 in total.

HOMO energy (spin up / spin down) = -12.726 / -8.913 eV
Lowest unoccupied orbital energy (spin up / spin down) = -0.58 / -2.82 eV
Orbital gap (spin up / spin down) = 12.1 / 6.1 eV

Each line ends with the Löwdin charge.
Positions of all 7 atoms, in Å:
C: -0.0564 0.2827 0.2449  -0.338
N: 1.1977 0.0671 0.6992  0.172
N: 0.8392 1.2562 0.1357  0.187
N: -1.2410 -0.1077 0.0118  -0.015
F: 3.1765 -0.7629 -0.6713  -0.269
F: -2.1575 0.5893 -0.7041  0.129
F: -1.7585 -1.3249 0.2838  0.134

=====

Entry b
The following is a DFT calculation (ωB97M-V with the def2-TZVPD basis set) of a cluster of 2 separate species, CF3N3 in total.

HOMO energy = -12.287 eV
Lowest unoccupied orbital energy = -0.53 eV
Orbital gap = 11.8 eV

Each line ends with the Löwdin charge.
Positions of all 7 atoms, in Å:
C: -1.9992 -0.0707 0.6313  -0.376
N: 2.5569 0.0268 -1.4423  0.257
N: -1.6238 -1.1651 0.5667  0.162
N: 1.8128 0.1812 -0.6451  -0.231
F: -2.4884 1.0696 0.6195  0.209
F: 1.6911 -0.2157 0.7076  0.033
F: 0.4654 0.8104 -0.7800  -0.054

=====

The structure with the most favorable energy is entry b; the runner-up is 4.648 eV above it.

=====

Entry a
The following is a DFT calculation (ωB97M-V with the def2-TZVPD basis set) of the ion C8H11N2 with charge +1.

SMILES string = C#CC1=[NH+]CCC(CC)=N1
HOMO energy = -14.571 eV
Lowest unoccupied orbital energy = -5.33 eV
Orbital gap = 9.2 eV
Total charge = +1

Each line ends with the Löwdin charge.
Positions of all 21 atoms, in Å:
C: -4.3499 -1.3737 0.0888  0.221
C: -3.3585 -0.6814 0.2087  -0.014
C: -2.1414 0.0211 -0.0310  -0.297
N: -1.9371 1.2317 0.4912  0.139
C: -0.6585 1.9210 0.0969  -0.099
C: 0.2778 1.0713 -0.8041  -0.066
C: 0.0045 -0.4179 -0.6970  -0.158
C: 1.0962 -1.4926 -0.6295  -0.201
C: 1.5244 -1.3190 0.7558  -0.106
N: -1.2049 -0.8613 -0.3720  0.183
H: -5.2944 -1.8893 0.0349  0.070
H: -2.6904 1.7950 0.8966  0.182
H: -0.2512 2.1897 1.0934  0.134
H: -0.8644 2.9089 -0.3336  0.133
H: 1.3606 1.4100 -0.4930  0.170
H: 0.2652 1.5026 -1.7787  0.116
H: 0.7021 -2.5007 -0.9362  0.148
H: 1.8769 -1.2717 -1.3532  0.124
H: 2.3375 -2.0575 0.8689  0.102
H: 0.6515 -1.5038 1.5178  0.137
H: 1.9875 -0.3367 0.8948  0.082

=====

Entry b
The following is a DFT calculation (ωB97M-V with the def2-TZVPD basis set) of the ion C8H11N2 with charge +1.

SMILES string = C1=NC[C@@H]2CC[C@@H]3CC1=[N+]32
HOMO energy = -14.644 eV
Lowest unoccupied orbital energy = -5.48 eV
Orbital gap = 9.2 eV
Total charge = +1

Each line ends with the Löwdin charge.
Positions of all 21 atoms, in Å:
C: 2.2244 0.5385 -0.2933  -0.023
N: 2.3913 -0.7164 -0.4613  0.136
C: 1.4244 -1.5749 0.1165  -0.132
C: 0.1144 -1.0215 0.7784  -0.181
C: -1.1658 -1.2648 -0.0978  -0.074
C: -1.6880 0.0918 -0.6085  -0.038
C: -1.0722 1.1011 0.4410  -0.201
C: -0.1915 2.1772 -0.1115  0.007
C: 0.9728 1.2354 0.2024  0.071
N: 0.1092 0.3673 0.7471  0.028
H: 2.7694 1.2881 -0.6910  0.085
H: 2.0014 -2.1817 0.8350  0.148
H: 1.1867 -2.3307 -0.5819  0.113
H: -0.1270 -1.5470 1.7318  0.175
H: -1.8015 -1.8161 0.5936  0.127
H: -1.0040 -1.8613 -0.9351  0.098
H: -1.1921 0.4905 -1.5040  0.130
H: -2.7271 0.1425 -0.6619  0.104
H: -1.7786 1.4149 1.2259  0.178
H: -0.3341 2.3730 -1.1332  0.123
H: -0.1121 3.0942 0.4076  0.125

=====

The structure with the most favorable energy is entry a; the runner-up is 0.082 eV above it.

=====

Entry a
The following is a DFT calculation (ωB97M-V with the def2-TZVPD basis set) of a cluster of 11 separate species, C4H31NO11 in total.

SMILES string = C[C@H](O)CCN.O.O.O.O.O.O.O.O.O.O
HOMO energy = -9.508 eV
Lowest unoccupied orbital energy = 0.11 eV
Orbital gap = 9.6 eV

Each line ends with the Löwdin charge.
Positions of all 47 atoms, in Å:
C: 1.1767 -1.4709 1.9577  -0.021
C: 0.4483 -1.6998 0.6050  -0.437
O: -0.2297 -2.9446 0.5772  -0.077
C: 1.4046 -1.7483 -0.5758  -0.160
C: 1.0509 -2.5477 -1.8933  -0.166
N: -0.2513 -1.9498 -2.4206  -0.040
H: 2.0155 -2.0465 2.1466  0.060
H: 0.4659 -1.5683 2.7685  0.071
H: 1.4433 -0.4398 1.9638  0.049
H: -0.2826 -0.7530 0.3776  0.163
H: -0.7160 -3.0651 1.4640  0.105
H: 1.5796 -0.7656 -0.7471  0.048
H: 2.3646 -2.1161 -0.1248  0.134
H: 1.8332 -2.3477 -2.6328  0.107
H: 0.9334 -3.6079 -1.6759  0.098
H: -0.8903 -1.9942 -1.6274  0.063
H: -0.7083 -2.5693 -3.1396  0.109
O: 2.7096 2.0213 -2.7926  -0.083
H: 1.6922 1.8086 -2.8419  0.069
H: 2.6776 2.9493 -3.0414  0.036
O: -1.4655 2.8840 1.9504  -0.016
H: -1.6848 3.0815 1.0599  -0.001
H: -1.2111 3.6718 2.3755  0.028
O: 2.7297 1.6714 1.7240  -0.030
H: 2.8201 2.0878 2.5855  0.054
H: 2.1178 2.0724 1.1667  -0.058
O: -2.0819 1.5373 -0.7291  -0.031
H: -1.5216 1.3482 -1.3923  -0.076
H: -2.9221 1.0268 -0.8093  0.007
O: 0.8093 3.0330 0.4143  -0.036
H: 0.1215 2.4228 0.2192  0.004
H: 0.7644 3.6613 -0.3359  0.086
O: -3.0402 0.3055 1.9959  -0.097
H: -3.2767 1.1870 2.4131  0.093
H: -2.4066 0.7158 1.3264  0.051
O: -2.5072 -2.2070 2.6678  -0.027
H: -2.4363 -2.4388 3.6099  0.063
H: -2.6395 -1.3221 2.5440  -0.081
O: 4.2401 0.4841 -0.7321  -0.092
H: 3.9439 0.8040 -1.6250  0.014
H: 3.7750 1.1460 -0.1872  0.001
O: -4.1240 -0.0844 -0.6654  -0.041
H: -4.2691 0.1075 0.2998  0.066
H: -4.3971 -0.9750 -0.7563  0.046
O: -0.0269 0.5186 -2.2816  -0.110
H: -0.3453 -0.3420 -1.9701  -0.026
H: 0.3170 0.4577 -3.2153  0.081

=====

Entry b
The following is a DFT calculation (ωB97M-V with the def2-TZVPD basis set) of a cluster of 11 separate species, C4H31NO11 in total.

SMILES string = CCCNCO.O.O.O.O.O.O.O.O.O.O
HOMO energy = -9.660 eV
Lowest unoccupied orbital energy = 0.35 eV
Orbital gap = 10.0 eV

Each line ends with the Löwdin charge.
Positions of all 47 atoms, in Å:
C: -1.0446 -0.0747 3.4103  -0.143
C: -0.2831 0.7266 2.3824  -0.281
C: -0.4844 0.1872 1.0091  -0.203
N: 0.7808 0.5731 0.1244  -0.019
C: 0.6660 -0.0147 -1.1746  -0.293
O: -0.5826 0.2185 -1.8074  -0.066
H: -0.2901 -1.0073 3.6332  0.113
H: -1.9846 -0.3964 2.9358  0.062
H: -1.2885 0.5143 4.3745  0.090
H: 0.8169 0.7794 2.5372  0.118
H: -0.8864 1.7530 2.4404  0.137
H: -0.6899 -0.9285 0.8293  0.092
H: -1.3581 0.5422 0.4857  0.063
H: 0.7894 1.6104 0.0506  0.089
H: 1.5184 0.4011 -1.8025  0.122
H: 0.6843 -1.1298 -1.0127  0.115
H: -0.5152 0.7036 -2.5569  -0.019
O: -1.2783 -2.9132 -0.3438  -0.087
H: -2.2408 -2.7843 -0.2212  0.059
H: -0.8710 -2.0148 -0.5947  0.052
O: -0.5052 -2.6533 2.0517  -0.115
H: -0.1347 -3.3693 2.6061  0.064
H: -0.6549 -3.2411 1.2523  0.020
O: 1.9339 -3.3181 0.2092  -0.034
H: 2.3597 -3.7564 -0.5677  0.097
H: 1.0631 -3.6742 0.2669  0.007
O: 1.9297 3.3613 -1.8036  -0.034
H: 1.0832 3.4143 -1.2885  0.056
H: 2.6201 3.4199 -1.1724  0.041
O: -2.8482 1.8511 -1.3422  -0.065
H: -3.0282 2.1005 -2.2281  0.023
H: -2.1992 1.0694 -1.4878  0.043
O: 3.1345 -0.9721 0.8119  -0.038
H: 2.4886 -1.6803 0.6744  0.009
H: 2.6365 -0.1941 0.8671  -0.009
O: 0.3466 2.0184 -3.4591  0.033
H: 0.7229 1.6034 -4.2714  0.113
H: 0.9042 2.5382 -3.0889  -0.112
O: -0.7375 3.1466 0.3363  0.059
H: -1.0632 2.5292 -0.1571  -0.098
H: -1.4754 3.6345 0.5133  0.023
O: 3.3920 -0.5196 -1.6588  -0.111
H: 3.3496 -0.5605 -0.7045  -0.066
H: 4.2163 -1.0946 -1.7440  0.079
O: -3.8302 -1.0524 0.0686  -0.033
H: -4.1686 -0.7545 0.8646  0.001
H: -2.9938 -0.5920 -0.2473  0.045

=====

The structure with the most favorable energy is entry a; the runner-up is 1.764 eV above it.